1.
Molecular formula: C19H47Br3N3O
Method: DFT, the ωB97M-V functional and the def2-TZVPD basis

XYZ file:
```
73
Properties=species:S:1:pos:R:3:forces:R:3:mulliken_charge:R:1
N 1.0096 1.1670 -0.5178 2.72 0.40 1.67 0.518
H 0.5819 2.1079 -0.6638 -0.88 0.51 -0.42 0.200
H 0.4238 0.3570 -0.4795 -0.98 -0.59 -0.48 -0.113
H 1.4588 1.2322 0.4143 -0.54 -0.03 0.51 0.137
H 1.9104 0.9656 -0.9967 -0.61 0.29 -1.14 -0.038
C -1.4000 5.3150 -1.9705 -0.20 -0.21 0.51 -1.724
C -1.2336 3.7923 -1.6382 1.18 0.17 0.51 1.994
C -0.5771 3.0570 -2.8210 -0.07 0.20 -0.64 -1.823
O -0.4865 3.5505 -0.5111 -0.33 -0.35 0.23 -1.044
H -0.6622 5.6764 -2.6890 -0.13 -0.02 -0.14 0.454
H -1.3022 5.9287 -1.0715 0.22 -0.28 0.18 0.342
H -2.4317 5.4939 -2.2931 0.14 0.11 -0.58 0.328
H -2.2882 3.4604 -1.4933 -0.20 -0.43 -0.30 -0.732
H -0.7303 1.9755 -2.8617 -0.50 0.05 0.08 0.356
H 0.5115 3.1324 -2.7571 0.00 0.43 0.25 0.383
H -0.8432 3.5231 -3.7781 -0.19 -0.33 -0.11 0.474
C -4.4725 -2.2564 2.4278 0.95 -0.15 0.37 -1.499
C -3.5844 -1.1251 1.8900 0.60 -0.55 0.46 -0.029
C -4.1721 0.2394 2.2311 -1.77 -1.49 -1.89 -1.089
N -3.7371 1.2946 1.2514 1.10 1.16 1.21 0.472
C -2.2215 1.5051 1.3204 -1.03 -1.17 0.19 -1.199
C -4.1691 1.0604 -0.2474 -0.65 0.38 1.41 -0.266
C -5.1513 2.2207 -0.4633 -1.03 0.00 0.01 -0.819
C -4.6267 3.3687 0.4208 -0.99 -1.44 -0.63 -0.196
C -4.3469 2.6018 1.7078 0.21 0.76 0.03 -0.721
H -4.1843 -3.2542 2.0917 0.08 0.24 -0.67 0.378
H -5.5075 -2.0730 2.1440 -0.15 -0.16 0.40 0.351
H -4.2789 -2.3841 3.4969 -0.79 0.46 0.22 0.335
H -3.3854 -1.3062 0.8357 -0.28 0.49 -0.32 0.144
H -2.5735 -1.1816 2.3012 -0.06 -0.18 0.22 0.373
H -4.2337 0.4396 3.3025 1.34 0.83 -0.08 0.474
H -5.2581 0.1813 2.0674 -0.05 -0.12 -0.46 0.520
H -1.9768 2.3357 0.6564 0.67 0.19 0.23 0.555
H -1.7900 0.5599 1.0118 0.34 0.04 -0.50 0.270
H -2.0288 1.5887 2.3881 0.39 0.63 -0.13 0.337
H -3.2562 1.0468 -0.8384 -0.05 0.06 -0.06 0.196
H -4.6481 0.0860 -0.2486 0.10 -0.02 -0.31 0.357
H -5.4423 2.5132 -1.4730 1.10 -0.08 -0.34 0.397
H -6.1589 1.9461 -0.1248 0.19 -0.34 0.57 0.361
H -3.7355 3.7127 -0.1055 0.18 0.53 0.66 0.028
H -5.4076 4.1170 0.5291 0.32 0.31 0.08 0.412
H -3.7210 3.1905 2.3803 0.72 -0.49 -0.24 0.270
H -5.1695 2.3421 2.3756 -0.70 0.18 -0.75 0.496
C 5.8047 -1.3430 2.2785 0.39 0.48 0.12 -1.296
C 5.6607 -1.9923 0.9141 1.62 -1.15 -0.25 -0.263
C 4.3220 -1.7990 0.2799 -0.36 0.65 -1.04 -0.904
N 4.0034 -2.7200 -0.9089 0.27 -1.06 1.01 0.795
C 5.0286 -2.5993 -1.9799 1.09 -0.21 0.31 -0.963
C 2.6191 -2.4245 -1.4401 -0.91 0.98 -0.94 0.217
C 1.6685 -3.3506 -0.7345 1.04 -1.17 1.45 -0.540
C 2.5420 -4.6375 -0.7079 -0.41 0.08 -0.90 -0.822
C 3.9210 -4.1474 -0.3229 -0.62 -0.17 -0.29 -0.583
H 5.4699 -1.8616 3.1772 -0.60 -0.28 -0.40 0.304
H 5.2939 -0.3790 2.2139 0.16 0.00 0.43 0.234
H 6.8728 -1.2041 2.4567 0.04 0.29 -0.05 0.392
H 6.0119 -3.0338 0.9078 -0.53 -0.25 0.38 0.369
H 6.4703 -1.5685 0.3103 -0.40 0.43 -0.31 0.353
H 4.3031 -0.8104 -0.1841 -0.42 0.18 0.36 0.434
H 3.5194 -1.9215 1.0049 -0.13 0.19 -0.15 0.240
H 5.3602 -1.5679 -2.0872 -0.68 0.19 -0.26 0.286
H 4.6945 -3.0389 -2.9147 -0.34 0.24 0.03 0.347
H 5.9314 -3.1443 -1.6957 -0.16 -0.14 0.30 0.384
H 2.5819 -2.5806 -2.5181 0.41 -0.12 0.00 0.286
H 2.4343 -1.3575 -1.3160 0.02 -0.13 0.11 -0.557
H 0.6836 -3.6143 -1.1030 0.06 0.82 -0.57 0.387
H 1.5456 -2.9172 0.2620 -0.28 -0.39 0.19 0.272
H 2.5639 -5.0089 -1.7386 0.07 0.07 -0.12 0.321
H 2.1617 -5.4964 -0.1555 0.11 0.31 0.53 0.438
H 4.7310 -4.7602 -0.7097 0.09 0.13 0.07 0.288
H 3.9490 -4.0995 0.7631 0.41 0.27 -0.05 0.353
Br 2.6540 0.4207 2.4842 -0.23 -0.07 -0.07 -0.821
Br 3.7265 0.8396 -2.5333 0.15 -0.24 0.10 -0.778
Br -1.2321 -1.3866 -1.2034 -0.24 0.08 0.20 -0.791
```
Positions in Å, forces in eV/Å.

Values from the calculation:
**Frontier orbital gap**: 0.22611 Eh
**ΔE to the lowest compared entry with this formula, charge and spin**: 29.8 kJ/mol
**Charge**: -1
**F_max**: 3.219 eV/A
**Highest occupied orbital energy**: -4.163 eV

2.
Molecular formula: C4H8N2O3S2
Method: DFT, the ωB97M-V functional and the def2-TZVPD basis

XYZ file:
```
19
Properties=species:S:1:pos:R:3:forces:R:3:nbo_charge:R:1
C 1.4086 1.6141 -0.2544 1.45 1.49 1.68 0.296
C 2.3349 2.8971 -0.1020 -1.63 -2.83 -1.70 -0.670
C -2.0761 0.1197 0.6855 -0.45 -2.04 -0.93 -0.839
C -1.1901 -2.4765 0.5944 0.34 -2.20 0.49 -0.233
N 0.3916 -4.2681 0.2615 -0.03 -0.80 0.20 -0.392
N -0.3717 -3.3464 0.4188 -1.84 2.41 -0.13 0.065
O 0.7288 1.5660 -1.3521 0.87 1.94 -0.77 -0.647
O -0.5099 -0.8793 -1.2034 -1.29 0.13 -0.15 -0.969
O -2.9323 -1.5921 -1.1559 0.88 0.06 0.76 -0.882
S 1.3555 0.5623 1.0061 0.12 -0.14 -0.11 -0.203
S -1.7253 -1.2193 -0.4548 1.43 0.95 -0.98 2.136
H 1.8939 3.4571 0.6771 -0.05 0.90 0.73 0.238
H 2.4001 3.3620 -1.0673 -0.15 0.70 -0.26 0.218
H 3.2818 2.4735 0.1197 0.92 0.03 0.66 0.237
H -2.6960 -0.3460 1.4262 -0.34 0.20 0.58 0.250
H -1.1910 0.5756 1.0150 1.26 0.21 0.68 0.267
H -2.5969 0.7817 0.0632 -1.11 1.12 -0.72 0.244
H 0.2567 0.7598 -1.4418 -1.20 -2.10 0.01 0.525
H 1.2375 -4.0411 0.7641 0.83 -0.01 -0.05 0.357
```
Positions in Å, forces in eV/Å.

Values from the calculation:
**Frontier orbital gap**: 0.31878 Eh
**ΔE to the lowest compared entry with this formula, charge and spin**: 200.8 kJ/mol
**Charge**: 0
**F_max**: 3.681 eV/A
**Highest occupied orbital energy**: -8.738 eV

3.
Molecular formula: C6H12O2
Method: DFT, the ωB97M-V functional and the def2-TZVPD basis

XYZ file:
```
20
Properties=species:S:1:pos:R:3:forces:R:3:nbo_charge:R:1
C 0.5865 1.8671 -0.8467 -1.86 0.84 -0.16 -0.394
C -0.7757 1.7213 -0.6330 1.41 1.68 -0.83 -0.503
C 1.6928 0.0619 -0.1449 -0.97 -2.24 0.74 0.613
O 2.3041 -0.3798 -1.2778 0.10 0.34 -0.01 -0.710
O 2.2835 0.2601 0.8877 0.20 0.47 -0.30 -0.624
H 3.2597 -0.4182 -1.1051 -0.09 0.06 0.06 0.485
H 0.9898 1.7455 -1.8418 0.04 -0.27 0.04 0.220
H 1.1752 2.4632 -0.1642 0.07 -0.26 0.18 0.224
H -0.9442 0.3227 -0.1154 0.46 -2.37 0.69 0.246
H -1.4284 1.5725 -1.4865 0.02 -0.39 0.04 0.224
H -1.2380 2.2605 0.1861 0.04 -0.32 0.25 0.224
C -0.8355 -0.9476 1.8214 0.27 -0.18 0.02 -0.657
C -0.8573 -0.8917 0.3251 -1.74 1.38 -0.25 -0.215
C -1.3121 -1.8484 -0.4801 0.25 -0.04 0.11 -0.391
H 0.5286 -0.3763 -0.1080 1.80 1.22 -0.52 0.188
H -1.0503 -1.9571 2.1775 -0.02 0.03 0.01 0.215
H -1.5663 -0.2608 2.2553 0.00 -0.02 -0.09 0.220
H 0.1451 -0.6526 2.2007 0.01 0.01 0.03 0.238
H -1.6086 -2.8196 -0.0962 0.03 0.00 0.03 0.197
H -1.3489 -1.7229 -1.5540 -0.04 0.07 -0.05 0.200
```
Positions in Å, forces in eV/Å.

Values from the calculation:
**Frontier orbital gap**: 0.33879 Eh
**ΔE to the lowest compared entry with this formula, charge and spin**: 488.8 kJ/mol
**SMILES string**: C=CC.O=CO.C=C
**Charge**: 0
**F_max**: 2.556 eV/A
**Highest occupied orbital energy**: -8.854 eV

4.
Molecular formula: C6H10O
Method: DFT, the ωB97M-V functional and the def2-TZVPD basis

XYZ file:
```
17
Properties=species:S:1:pos:R:3:forces:R:3:nbo_charge:R:1
C -1.3298 -0.1716 0.3271 0.03 -0.69 0.24 -0.434
C -0.6424 -1.4705 -0.1544 -0.24 -0.03 0.05 -0.059
O 0.6263 -1.2465 -0.7292 0.03 0.06 -0.01 -0.531
C 1.5518 -0.6346 0.1380 0.21 0.13 0.13 -0.110
C 1.3975 0.8621 0.2918 -0.24 0.02 -0.09 -0.227
C 0.3490 1.5848 -0.1071 0.20 -0.11 0.08 -0.177
C -0.9759 0.9945 -0.6000 0.58 0.61 -0.17 -0.456
H -0.9616 0.0901 1.3306 -0.18 -0.14 -0.22 0.206
H -2.3956 -0.4165 0.4481 0.14 0.36 -0.28 0.215
H -0.5572 -2.2172 0.6570 -0.06 0.30 -0.04 0.165
H -1.2326 -1.9416 -0.9499 0.07 0.18 0.10 0.186
H 1.5417 -1.1287 1.1281 0.01 0.07 -0.16 0.170
H 2.5347 -0.8195 -0.3113 -0.08 -0.03 0.15 0.200
H 2.2478 1.3514 0.7745 -0.16 -0.03 -0.28 0.206
H 0.4146 2.6671 0.0188 -0.12 -0.22 -0.06 0.205
H -0.8642 0.6804 -1.6514 -0.13 -0.08 0.37 0.227
H -1.7041 1.8164 -0.6107 -0.06 -0.40 0.21 0.216
```
Positions in Å, forces in eV/Å.

Values from the calculation:
**Frontier orbital gap**: 0.38004 Eh
**ΔE to the lowest compared entry with this formula, charge and spin**: 71.9 kJ/mol
**SMILES string**: C1=CCOCCC1
**Charge**: 0
**F_max**: 0.857 eV/A
**Highest occupied orbital energy**: -9.234 eV

5.
Molecular formula: C37H35N3OPPdSe
Method: DFT, the ωB97M-V functional and the def2-TZVPD basis

XYZ file:
```
79
Properties=species:S:1:pos:R:3:forces:R:3:nbo_charge:R:1
Pd -0.7274 0.1934 -1.3533 -0.09 -0.05 0.65 -0.010
N 2.1707 0.7810 -2.0485 -0.16 0.23 -0.15 -0.789
C 2.4906 2.0678 -1.7951 -0.03 0.06 0.02 0.214
C 3.7905 2.4837 -1.5361 0.00 0.09 0.00 -0.335
C 4.0986 3.8366 -1.3041 -0.03 -0.14 -0.04 -0.167
C 3.1309 4.8018 -1.3092 -0.09 -0.01 -0.03 -0.287
C 1.7856 4.4219 -1.5540 0.01 -0.05 0.02 -0.088
C 0.7233 5.3556 -1.5478 0.05 0.01 -0.01 -0.148
C -0.5480 4.9373 -1.8017 -0.07 0.01 0.00 -0.267
C -0.7779 3.5698 -2.0656 -0.09 0.02 0.01 0.049
N 0.1687 2.6699 -2.0613 0.48 0.07 -0.05 -0.436
C 1.4473 3.0707 -1.8063 -0.05 0.02 0.02 0.179
H 1.1765 0.4860 -2.0596 0.61 0.00 -0.05 0.420
H 2.8731 0.0710 -1.9586 -0.01 -0.06 0.05 0.384
H 4.5802 1.7391 -1.5190 -0.02 0.04 0.00 0.200
H 5.1296 4.1125 -1.1110 0.00 -0.03 -0.01 0.199
H 3.3694 5.8456 -1.1312 -0.04 -0.07 0.01 0.200
H 0.9410 6.3977 -1.3358 0.00 -0.03 -0.01 0.201
H -1.3815 5.6302 -1.7970 0.03 -0.03 -0.02 0.208
H -1.7795 3.2109 -2.2788 0.01 0.00 0.03 0.209
O -3.3204 1.0907 -2.3923 -0.06 0.17 0.08 -0.557
N -2.8770 1.1606 -1.0708 -0.50 0.50 -0.16 -0.098
C -3.5752 0.4769 -0.2485 0.26 -0.10 0.33 -0.023
C -3.3141 0.5023 1.2048 0.00 0.00 -0.08 -0.059
C -4.4408 0.3380 2.0219 -0.06 0.07 -0.03 -0.193
C -4.3643 0.4446 3.3979 -0.05 -0.01 -0.03 -0.213
C -3.1376 0.7058 3.9964 -0.02 0.00 -0.04 -0.225
C -2.0090 0.8100 3.2033 0.00 0.00 -0.07 -0.179
C -2.0582 0.6972 1.8097 0.05 -0.04 0.07 -0.309
P -0.4721 0.6004 0.8496 0.05 -0.48 -0.53 0.904
C 0.4016 2.1007 1.4206 -0.09 0.10 0.06 -0.338
C -0.2937 3.2915 1.6382 0.06 0.02 0.02 -0.239
C 0.3864 4.4721 1.9160 0.00 -0.08 -0.01 -0.163
C 1.7723 4.4818 1.9814 -0.01 -0.07 0.01 -0.247
C 2.4766 3.3059 1.7489 -0.07 -0.04 0.03 -0.197
C 1.7982 2.1291 1.4627 0.03 0.06 -0.01 -0.217
C 0.3872 -0.7576 1.7743 -0.01 0.09 0.14 -0.356
C 0.3795 -2.0033 1.1477 0.08 -0.03 0.13 -0.125
C 0.9639 -3.1119 1.7527 0.02 0.03 0.05 -0.224
C 1.5772 -2.9828 2.9930 -0.04 0.04 -0.07 -0.219
C 1.6080 -1.7419 3.6214 -0.05 0.03 -0.06 -0.232
C 1.0177 -0.6396 3.0147 0.04 -0.04 0.01 -0.209
H -3.6767 0.2010 -2.5370 0.10 -0.15 -0.08 0.459
H -4.4032 -0.1337 -0.6066 -0.10 -0.06 0.03 0.170
H -5.4005 0.1563 1.5469 0.05 0.01 0.04 0.204
H -5.2590 0.3379 4.0015 0.04 -0.01 -0.04 0.205
H -3.0630 0.8134 5.0726 0.02 -0.02 -0.04 0.206
H -1.0510 0.9833 3.6779 -0.01 -0.01 -0.02 0.214
H -1.3769 3.2953 1.5824 0.02 0.01 0.01 0.218
H -0.1704 5.3879 2.0766 -0.01 -0.01 -0.01 0.196
H 2.3032 5.4023 2.1954 -0.01 -0.03 -0.02 0.203
H 3.5598 3.3096 1.7689 -0.03 -0.01 -0.01 0.211
H 2.3569 1.2234 1.2500 -0.01 0.04 0.02 0.225
H -0.0719 -2.0835 0.1664 -0.04 -0.02 -0.11 0.238
H 0.9480 -4.0688 1.2401 -0.02 0.07 0.01 0.219
H 2.0433 -3.8414 3.4641 -0.02 0.03 -0.02 0.201
H 2.0948 -1.6324 4.5850 -0.01 0.01 -0.05 0.201
H 1.0752 0.3259 3.5041 -0.01 0.00 0.01 0.208
C -0.0210 -7.0142 -0.6061 0.00 0.11 0.01 -0.621
C -0.1484 -5.6274 -1.1928 -0.04 -0.08 0.01 -0.047
C -1.3291 -4.9040 -1.0979 -0.02 0.06 0.04 -0.258
C -1.4736 -3.6344 -1.6586 0.02 -0.03 0.00 0.055
C -2.7756 -2.9036 -1.4588 0.05 -0.25 -0.05 -0.664
C -0.4069 -3.0518 -2.3723 0.14 -0.12 -0.01 -0.193
Se -0.6178 -1.3775 -3.3067 -0.13 -0.22 0.05 -0.425
C 0.8181 -3.7552 -2.4171 -0.06 -0.04 0.01 -0.049
C 2.0474 -3.1803 -3.0788 -0.07 -0.10 0.03 -0.636
C 0.9187 -5.0223 -1.8406 0.07 0.15 -0.02 -0.232
H -0.9926 -7.3907 -0.2803 0.03 0.02 0.00 0.205
H 0.6482 -7.0282 0.2600 -0.02 0.01 -0.03 0.204
H 0.3832 -7.7168 -1.3389 -0.01 0.01 0.02 0.205
H -2.1730 -5.3383 -0.5649 0.04 0.03 -0.03 0.187
H -3.3613 -3.3725 -0.6633 0.00 -0.01 -0.05 0.192
H -3.3683 -2.8904 -2.3769 0.00 0.03 -0.05 0.213
H -2.5697 -1.8685 -1.1965 0.06 0.17 0.07 0.233
H 2.0092 -2.0941 -3.0744 0.01 0.07 0.02 0.240
H 2.1136 -3.4854 -4.1277 -0.03 0.03 0.02 0.212
H 2.9511 -3.5254 -2.5661 -0.06 0.00 -0.06 0.194
H 1.8714 -5.5486 -1.8995 -0.07 0.05 -0.01 0.188
```
Positions in Å, forces in eV/Å.

Values from the calculation:
**Frontier orbital gap**: 0.21694 Eh
**Charge**: -1
**F_max**: 0.726 eV/A
**Highest occupied orbital energy**: -3.208 eV